The following is a DFT calculation (wB97M-V/def2-TZVPD) of one molecule with the formula C23H32N2O5.

Geometry as XYZ:
```
62
Properties=species:S:1:pos:R:3:forces:R:3:mulliken_charge:R:1
O -6.3379 0.9723 -0.9413 0.3 0.1 -0.2 -0.46
O -1.9824 -1.6971 0.3447 0.0 -0.1 -0.3 -0.06
O 3.1398 -1.9129 -2.4989 0.2 0.0 -0.3 -0.68
O 4.7919 -0.5074 1.9502 0.1 0.0 0.3 -0.72
O -1.1085 -1.1578 2.3304 0.0 0.0 0.2 -0.62
N 4.5643 0.0020 -0.2235 -0.1 -0.3 -0.3 0.19
N 2.0393 -1.7396 -0.5466 -0.4 -0.2 0.1 0.21
C 0.7544 -1.8861 -1.2004 -0.1 0.1 -0.5 -1.48
C -2.9944 -2.4762 0.9829 -0.4 -0.2 0.3 -0.40
C -4.0951 1.2604 -1.5378 -0.2 -0.1 0.0 -0.87
C -3.2626 1.0725 1.0819 0.1 0.1 -0.1 -0.68
C -2.3139 1.2454 0.0847 0.0 0.3 0.1 0.00
C 4.6295 0.9163 -1.3474 -0.1 0.4 -0.3 -0.51
C -0.8511 1.2758 0.4266 -0.1 -0.2 0.0 -1.61
C -2.7545 1.3503 -1.2304 -0.1 0.0 0.1 -0.18
C 1.1774 -0.0942 1.0303 -0.1 -0.3 0.1 -0.98
C -0.1952 -0.1297 0.3448 0.1 0.3 0.0 2.48
C 3.1571 -1.7110 -1.2955 0.4 0.0 0.1 0.98
C 4.7764 0.3369 1.0679 0.0 0.2 0.4 0.80
C -1.1202 -1.0565 1.1302 0.3 0.0 0.0 -0.47
C 4.4798 -1.3993 -0.5915 0.1 -0.3 0.0 -1.34
C 1.9104 -1.4264 0.8568 0.2 0.3 0.3 -1.10
C 5.2526 2.7084 0.2306 -0.3 0.1 0.0 -0.69
C 4.3408 2.3507 -0.9341 0.3 -0.1 0.0 -0.44
C -4.1210 -2.6938 -0.0095 0.4 0.1 0.1 -0.96
C -4.6126 0.9808 0.7888 -0.4 0.0 -0.1 -0.29
C -5.0410 1.0651 -0.5310 0.1 0.0 0.0 0.81
C -7.3384 0.7900 0.0302 -0.2 0.0 0.2 -0.82
C -0.0292 -0.5767 -1.1105 -0.1 -0.3 0.1 -1.05
C 4.9110 1.8085 1.4089 0.2 0.1 0.0 -0.69
H 6.2936 2.5613 -0.0645 0.1 0.0 0.0 0.31
H -3.3398 -1.9401 1.8733 0.1 -0.1 -0.1 0.31
H 1.0492 0.1005 2.0955 0.0 0.1 0.0 0.57
H -2.0405 1.5114 -2.0245 0.1 0.0 -0.1 0.49
H -4.9105 -3.2776 0.4549 -0.1 -0.1 0.0 0.42
H -0.3183 1.9449 -0.2524 0.1 0.0 0.0 0.61
H 4.5103 3.0103 -1.7858 -0.1 0.0 0.0 0.36
H 1.3227 -2.2206 1.3314 0.1 0.0 0.0 0.47
H 5.6561 1.8879 2.2022 -0.1 -0.1 0.0 0.36
H 3.9525 2.1084 1.8442 0.0 0.0 0.0 0.20
H 3.2972 2.4514 -0.6279 -0.1 0.0 0.0 0.07
H 0.5203 0.1958 -1.6542 0.0 0.1 0.0 0.48
H 0.1980 -2.6939 -0.7157 0.0 0.0 0.0 0.50
H 2.8784 -1.3838 1.3510 0.0 -0.1 0.0 0.32
H -2.9451 1.0012 2.1125 0.0 0.0 0.1 0.38
H 5.6302 0.8581 -1.7992 -0.1 0.0 0.0 0.28
H 5.2770 -1.6355 -1.3059 -0.2 0.0 0.1 0.45
H -5.3154 0.8435 1.5957 -0.1 0.0 0.1 0.41
H -1.0042 -0.7050 -1.5781 0.0 0.1 -0.1 0.58
H -7.3705 1.6255 0.7369 0.0 0.0 0.0 0.32
H 1.7762 0.7086 0.5956 0.0 0.1 -0.1 -0.03
H -4.5215 -1.7356 -0.3307 -0.1 0.1 0.0 0.11
H 3.9103 0.5777 -2.0992 0.1 0.0 0.0 0.32
H -8.2777 0.7480 -0.5188 0.0 0.0 0.1 0.25
H -7.2002 -0.1467 0.5805 0.0 0.0 0.0 0.31
H -0.7272 1.6460 1.4464 0.1 0.0 0.0 0.43
H 4.6163 -1.9994 0.3096 0.0 0.1 -0.1 0.52
H -2.5566 -3.4286 1.3033 0.0 0.2 0.0 0.34
H -4.4406 1.3373 -2.5566 0.0 0.0 -0.1 0.45
H -3.7530 -3.2247 -0.8832 0.0 -0.1 -0.1 0.28
H 0.9376 -2.1517 -2.2429 -0.1 0.0 0.2 0.42
H 5.1291 3.7547 0.5152 0.1 0.0 0.0 0.34
```
Positions in Å, forces in eV/Å.

Results
Net charge: 0
SMILES: CCOC(=O)C1(Cc2ccc(OC)cc2)CCN(C(=O)CN2CCCCC2=O)CC1
HOMO-LUMO gap in eV: 9.171
Max |F| in hartree/bohr: 0.0112
Calculated total energy in hartree: -1381.4042